1.
Here is an isolated ion of composition C6H7BrN3 and charge +1 in a non-equilibrium geometry from the Open Molecules 2025 dataset. Energies are from the ωB97M-V functional and the def2-TZVPD basis.

Values from the calculation:
- HOMO (alpha / beta) (eV) = -12.3981 / -12.3917
- ΔE to the lowest compared entry with this formula, charge and spin (eV) = 4.044
- orbital gap (alpha / beta) (eV) = 7.1186 / 7.1100
- DFT total energy (eV) = -80834.8811

Geometry as ORCA input:
```
! RIJCOSX wB97M-V def2-TZVPD def2/J DEFGRID3
* xyz 1 1
H -0.223 -1.736 1.228
H -0.838 -0.552 2.397
H -2.437 -1.727 0.353
N 2.547 0.792 -1.216
C -0.452 0.499 -0.664
C 1.800 1.249 -2.051
C -1.650 -0.031 -0.728
C -0.727 -0.777 1.340
H -2.809 -0.163 1.076
H -2.311 0.039 -1.567
N 1.502 -0.148 0.746
C -2.039 -0.735 0.553
N 0.153 0.258 0.656
H 0.100 1.137 1.196
Br 1.517 2.176 -3.512
H 3.413 -0.348 0.240
C 2.453 0.067 -0.047
*
```

natural (NBO) population analysis, charges in e, atoms 1 to 2: atom 1 (H): 0.240, atom 2 (H): 0.236

=====

2.
Here is an isolated molecule of C4H5NO in a non-equilibrium geometry from the Open Molecules 2025 dataset. Energies are from the ωB97M-V functional and the def2-TZVPD basis.

Values from the calculation:
- HOMO (eV) = -8.4237
- ΔE to the lowest compared entry with this formula, charge and spin (eV) = 3.200
- orbital gap (eV) = 9.3054
- DFT total energy (eV) = -7763.3269

Geometry as ORCA input:
```
! RIJCOSX wB97M-V def2-TZVPD def2/J DEFGRID3
* xyz 0 1
H 0.760 0.062 1.935
C 0.212 0.603 1.166
N -0.543 -1.274 -0.572
H -0.904 -1.866 -1.298
H 0.049 1.628 1.499
C 0.304 -0.254 -1.078
H 0.362 -0.210 -2.159
O -1.164 0.134 1.044
C -1.616 -0.619 0.066
H 1.706 1.196 -0.418
C 0.834 0.592 -0.202
*
```

natural (NBO) population analysis, charges in e, atoms 1 to 2: atom 1 (H): 0.207, atom 2 (C): -0.133

=====

3.
Here is C2H2CuFLiO2 as an isolated structure in a non-equilibrium geometry from the Open Molecules 2025 dataset. Energies are from the ωB97M-V functional and the def2-TZVPD basis.

Values from the calculation:
- HOMO (alpha / beta) (eV) = -6.0601 / -7.9188
- ΔE to the lowest compared entry with this formula, charge and spin (eV) = 1.218
- orbital gap (alpha / beta) (eV) = 4.6250 / 6.7521
- DFT total energy (eV) = -53757.2758

Geometry as ORCA input:
```
! RIJCOSX wB97M-V def2-TZVPD def2/J DEFGRID3
* xyz 0 2
F -0.832 -1.733 -1.158
C -0.260 -1.089 -0.138
Li 0.359 2.711 4.015
C -0.791 -1.124 1.089
H -1.713 -1.677 1.251
O 1.398 0.411 0.354
Cu 0.101 2.007 0.568
H -0.233 -0.677 1.906
O 0.808 -0.468 -0.602
*
```

natural (NBO) population analysis, charges in e, atoms 1 to 2: atom 1 (F): -0.325, atom 2 (C): 0.684

=====

4.
Here is a 11-piece molecular cluster, C28H66N2O12S overall in a non-equilibrium geometry from the Open Molecules 2025 dataset. Energies are from the ωB97M-V functional and the def2-TZVPD basis.

Values from the calculation:
- HOMO (eV) = -8.8785
- orbital gap (eV) = 7.4219
- DFT total energy (eV) = -68483.9064
- SMILES = O=C(O)Cc1ccc2nsnc2c1.CCO.CCO.CCO.CCO.CCO.CCO.CCO.CCO.CCO.CCO

Geometry as ORCA input:
```
! RIJCOSX wB97M-V def2-TZVPD def2/J DEFGRID3
* xyz 0 1
H -1.349 -5.733 -6.908
H 5.401 -7.787 1.412
O -4.322 -4.529 -4.241
H 0.819 0.474 -5.753
O 3.968 4.144 3.017
H -1.131 -1.918 5.963
H 2.493 -1.172 1.214
H 2.774 0.354 -2.779
H 4.781 4.754 1.230
C 0.011 6.309 1.583
H 1.797 -0.915 -5.228
H -0.457 -4.520 -4.237
C 0.311 -0.941 0.293
C -1.101 -5.806 -5.847
C -4.921 -4.907 -5.475
O 0.690 6.171 3.888
H -2.990 10.216 5.153
O -0.010 -6.708 -5.708
H 4.085 -3.302 -2.802
H -1.554 -3.740 -5.399
H -4.448 -5.830 -5.827
H -6.888 -5.383 -6.235
C -1.041 -0.153 0.265
C 1.015 0.278 -3.608
C -1.324 -2.505 5.059
H 3.643 -5.689 0.659
H 4.721 6.706 2.819
C -1.258 1.086 1.203
H -4.419 4.113 -1.780
O -1.460 -1.615 3.957
O 2.270 -6.100 -2.398
H -5.547 5.395 -1.363
H -4.721 -4.118 -6.204
H 0.856 7.886 2.784
C 1.354 0.673 2.185
H -3.667 6.771 -0.446
O 4.407 -6.259 0.488
H -1.967 -6.218 -5.318
H -1.827 -0.551 -0.468
H -4.495 -5.235 -3.604
H -2.771 -3.916 4.304
C -1.121 9.298 4.576
N -2.467 1.896 1.275
O -3.832 5.058 0.656
H -1.625 10.584 3.207
H -0.480 10.003 5.116
H -0.830 -2.885 1.805
H -3.722 4.105 0.525
H 0.799 5.218 3.757
S -2.018 3.008 2.525
C 0.398 -3.520 0.409
O -1.213 9.710 3.218
H -3.451 -2.703 5.380
H 1.851 -4.321 -3.335
H 1.867 -5.799 -1.572
H -2.484 -4.034 6.055
H -6.876 -4.175 -4.930
H 2.006 6.601 2.367
C 2.718 -4.949 -3.103
H 4.723 -6.558 2.496
H -0.458 -3.145 4.872
H 0.778 1.323 -3.388
H -2.450 8.916 6.239
C 3.729 -4.188 -2.270
H -0.647 8.314 4.601
H -4.314 5.681 -2.611
H 2.473 0.706 -5.144
C 1.533 -0.546 1.250
H 2.238 0.965 2.853
H 0.197 -6.774 -4.765
H 2.405 -7.340 1.898
H 0.206 6.792 0.622
C 5.076 4.645 2.279
C 0.967 6.808 2.646
O -0.882 -3.563 1.079
H -1.024 6.508 1.874
C 4.535 -7.146 1.592
C 3.278 -7.980 1.740
H 0.146 -4.047 -5.819
O 1.977 -0.181 -2.666
H -6.617 -5.871 -4.547
H 1.637 -2.170 -1.043
H 5.881 3.908 2.335
H 3.286 -3.876 -1.320
H 3.365 -8.671 2.582
H 5.814 5.857 3.904
C -0.726 -4.446 -5.295
H 3.090 -8.556 0.829
H -2.518 5.487 -0.865
H -0.148 -2.321 -1.502
C -3.556 5.694 -0.586
C 5.531 5.971 2.854
C -6.413 -5.097 -5.293
H 0.107 -0.316 -3.481
C -2.503 9.237 5.196
H 4.587 -4.823 -2.030
H 3.257 4.798 2.955
N -0.410 2.563 2.936
H -3.140 8.540 4.644
C -0.024 1.420 2.132
H 6.387 6.365 2.299
C -2.578 -3.342 5.214
H -2.222 -1.046 4.133
H 3.166 -5.279 -4.043
C -4.512 5.196 -1.652
O 1.289 -4.388 0.668
H 0.105 5.226 1.458
C 1.551 0.130 -5.018
C 0.578 -2.259 -0.621
*
```

Löwdin population analysis, charges in e, atoms 1 to 2: atom 1 (H): 0.114, atom 2 (H): 0.111